Record 1
Molecular formula: C2H2N4OS
Method: DFT, ωB97M-V/def2-TZVPD

The relative energy (zero: lowest compared OMol25 entry of this formula, charge and spin) is 38.80 kJ/mol. As for the HOMO-LUMO gap: 10.7 eV. Its SMILES is O=C(S)n1cnnn1.

ORCA input file:
```
! wB97M-V def2-TZVPD RIJCOSX def2/J DEFGRID3
* xyz 0 1
C -1.022 0.585 -0.182
C 1.525 0.968 0.181
H -3.064 -0.104 0.165
H 1.469 2.006 0.532
N 0.412 0.205 0.001
N 2.551 0.229 0.140
N 2.128 -1.053 -0.147
N 0.867 -0.997 -0.187
O -1.370 1.701 -0.173
S -2.010 -0.845 0.128
*
```

***

Record 2
Molecular formula: C5H9NO2
Method: DFT, ωB97M-V/def2-TZVPD

The relative energy (zero: lowest compared OMol25 entry of this formula, charge and spin) is 222.90 kJ/mol. As for the HOMO-LUMO gap: 10.1 eV. Its SMILES is CC(=O)N[C@@H](C)C=O.

ORCA input file:
```
! wB97M-V def2-TZVPD RIJCOSX def2/J DEFGRID3
* xyz 0 1
C -0.874 1.585 1.433
C -1.087 1.353 -0.119
N -0.441 0.263 -0.670
C -0.344 -2.239 -0.444
C 0.168 -0.852 0.077
C 1.785 -0.873 -0.213
O 2.643 -1.060 0.572
O -1.677 2.124 -0.832
H -1.796 1.786 1.988
H -0.098 2.328 1.712
H -0.761 0.697 1.826
H -0.759 -0.001 -1.741
H -1.380 -2.209 -0.640
H 0.341 -2.599 -1.258
H -0.152 -2.819 0.570
H -0.038 -0.603 1.145
H 2.101 -0.779 -1.248
*
```

***

Record 3
Molecular formula: C33H23N7O2V
Method: DFT, ωB97M-V/def2-TZVPD

As for the expectation value of S²: 1.1140. The relative energy (zero: lowest compared OMol25 entry of this formula, charge and spin) is 0.00 kJ/mol. As for the HOMO-LUMO gap (alpha / beta): 5.5 / 5.5 eV.

ORCA input file:
```
! wB97M-V def2-TZVPD RIJCOSX def2/J DEFGRID3
* xyz 0 2
V 0.450 -0.017 -0.068
O 0.199 3.678 1.446
C -0.123 2.800 0.655
N 0.715 1.984 -0.033
C 2.043 2.393 -0.249
C 2.431 3.719 -0.401
C 3.755 4.031 -0.671
C 4.702 3.024 -0.791
C 4.331 1.693 -0.657
C 3.003 1.371 -0.387
N 2.477 0.077 -0.213
C 3.206 -1.035 -0.413
O 4.365 -1.160 -0.794
C 2.418 -2.281 -0.071
C 3.062 -3.506 0.033
C 2.321 -4.608 0.421
C 0.967 -4.450 0.679
C 0.400 -3.195 0.532
N 1.112 -2.133 0.163
C -1.600 2.519 0.458
C -2.458 2.770 1.526
C -3.811 2.535 1.360
C -4.260 2.085 0.129
C -3.327 1.896 -0.883
N -2.024 2.097 -0.732
H 1.697 4.504 -0.297
H 4.044 5.068 -0.784
H 5.736 3.269 -0.994
H 5.055 0.903 -0.765
H 4.118 -3.547 -0.186
H 2.791 -5.577 0.524
H 0.348 -5.280 0.986
H -0.657 -3.033 0.702
H -2.043 3.138 2.454
H -4.505 2.706 2.173
H -5.308 1.897 -0.057
H -3.647 1.562 -1.865
C 0.357 0.240 4.273
C -0.866 -0.376 4.581
C -1.687 -0.795 3.567
C -1.287 -0.592 2.234
N -0.090 -0.038 1.954
C 0.704 0.383 2.953
C -2.024 -0.995 1.070
C -3.244 -1.664 1.045
C -3.783 -2.100 -0.146
C -3.071 -1.873 -1.327
C -1.877 -1.190 -1.299
N -1.357 -0.716 -0.110
C -1.026 -0.885 -2.446
C -1.300 -1.255 -3.765
C -0.432 -0.855 -4.758
C 0.695 -0.105 -4.424
C 0.929 0.176 -3.095
N 0.097 -0.225 -2.131
H 1.021 0.598 5.045
H -1.161 -0.517 5.612
H -2.636 -1.266 3.778
H 1.633 0.848 2.644
H -3.769 -1.852 1.971
H -4.729 -2.620 -0.168
H -3.468 -2.229 -2.268
H -2.183 -1.833 -3.994
H -0.625 -1.124 -5.788
H 1.392 0.238 -5.174
H 1.804 0.724 -2.765
*
```

***

Record 4
Molecular formula: C3H9N3O2
Method: DFT, ωB97M-V/def2-TZVPD

The relative energy (zero: lowest compared OMol25 entry of this formula, charge and spin) is 108.61 kJ/mol. As for the HOMO-LUMO gap: 10.2 eV. Its SMILES is CC(=O)O.N=C(N)N.

ORCA input file:
```
! wB97M-V def2-TZVPD RIJCOSX def2/J DEFGRID3
* xyz 0 1
O -0.971 1.722 1.128
C -1.714 0.750 1.022
O -1.553 -0.203 0.066
C -2.866 0.598 2.045
H -0.805 0.011 -0.560
H -3.522 -0.254 1.842
H -3.405 1.541 2.018
H -2.354 0.505 3.029
N 2.430 -0.144 -0.035
C 1.800 -0.812 -1.086
N 0.731 -0.063 -1.746
N 2.102 -2.038 -1.439
H 3.453 -0.260 -0.094
H 2.186 0.816 0.199
H 1.034 0.903 -1.811
H 0.586 -0.484 -2.668
H 2.853 -2.433 -0.854
*
```